(1)
C5H6O2 as an isolated structure. Source: the OMol25 dataset; level of theory: ωB97M-V/def2-TZVPD.

E in eV: -9369.9928
Total charge: 0
Max |F| in hartree/bohr: 0.065
HOMO-LUMO gap in eV: 8.26

CARTESIAN COORDINATES (ANGSTROEM)
O (1.99428, -0.92482, 2.26088)
C (0.35116, -0.02990, 0.22672)
C (-0.20997, 1.36170, -0.13899)
O (0.13744, 1.34937, -1.51149)
C (0.21740, -0.05306, -1.39059)
C (-1.02493, -0.56535, -0.81365)
C (-1.33696, 0.44350, 0.07495)
H (1.90447, -1.64489, 1.62577)
H (0.79658, -0.53241, 1.45037)
H (-0.10234, 2.26950, 0.43838)
H (0.74663, -0.59967, -2.16421)
H (-1.40764, -1.57308, -0.92868)
H (-2.06614, 0.49913, 0.87056)

=====

(2)
One molecule with the formula C5H6O2. Source: the OMol25 dataset; level of theory: ωB97M-V/def2-TZVPD.

E in eV: -9374.6949
Total charge: 0
Max |F| in hartree/bohr: 0.010
SMILES: O=CCC#CCO
HOMO-LUMO gap in eV: 10.67

CARTESIAN COORDINATES (ANGSTROEM)
O (-3.51324, 0.63823, -0.36264)
C (-2.36613, 0.27825, -0.39714)
C (-1.67440, -0.45019, 0.75782)
C (-0.22303, -0.36889, 0.59497)
C (0.94281, -0.23735, 0.31827)
C (2.36000, -0.06341, -0.04339)
O (2.52730, 0.48712, -1.33369)
H (-1.71752, 0.44691, -1.28300)
H (-2.02109, -0.02159, 1.70409)
H (-2.00344, -1.49656, 0.75071)
H (2.85130, 0.54516, 0.73103)
H (2.85856, -1.03782, -0.05529)
H (1.97889, 1.28015, -1.38176)

=====

(3)
One molecule with the formula C5H6O2. Source: the OMol25 dataset; level of theory: ωB97M-V/def2-TZVPD.

E in eV: -9374.3511
Total charge: 0
Max |F| in hartree/bohr: 0.059
SMILES: CC1=C[C@H]1C(=O)O
HOMO-LUMO gap in eV: 10.18

CARTESIAN COORDINATES (ANGSTROEM)
C (1.89204, -0.56731, -1.49243)
C (0.42351, -0.33074, -1.18935)
C (-0.84880, -0.20874, -1.39442)
C (-0.31311, 0.66968, -0.31910)
C (-0.46972, 0.37635, 1.14532)
O (-0.15785, 1.19718, 1.98170)
O (-0.83967, -0.90338, 1.27577)
H (1.94934, -1.18679, -2.36948)
H (2.48780, 0.44006, -1.71782)
H (2.30693, -1.10157, -0.63238)
H (-1.79687, -0.44434, -1.78274)
H (0.06901, 1.75345, -0.51877)
H (-1.13961, -1.44659, 0.46135)

=====

(4)
One molecule with the formula C5H6O2. Source: the OMol25 dataset; level of theory: ωB97M-V/def2-TZVPD.

E in eV: -9374.9687
Total charge: 0
Max |F| in hartree/bohr: 0.043
SMILES: O=C1CO[C@H]2C[C@@H]12
HOMO-LUMO gap in eV: 10.24

CARTESIAN COORDINATES (ANGSTROEM)
O (0.07447, -2.43163, 0.20248)
C (-0.01336, -1.24086, 0.00089)
C (-1.15062, -0.57964, -0.79547)
O (-0.69102, 0.69747, -1.23454)
C (0.41598, 1.04743, -0.46451)
C (0.30051, 1.05026, 0.99224)
C (0.91581, -0.18946, 0.40654)
H (-2.03978, -0.49294, -0.15281)
H (-1.41500, -1.17303, -1.67114)
H (1.36595, 1.15403, -0.92670)
H (-0.68295, 0.92477, 1.42840)
H (0.96920, 1.68662, 1.55165)
H (1.95080, -0.45301, 0.66297)

=====

(5)
One molecule with the formula C5H6O2. Source: the OMol25 dataset; level of theory: ωB97M-V/def2-TZVPD.

E in eV: -9374.1960
Total charge: 0
Max |F| in hartree/bohr: 0.016
SMILES: C#CC/C(O)=C\O
HOMO-LUMO gap in eV: 8.75

CARTESIAN COORDINATES (ANGSTROEM)
C (1.67114, -0.95061, 1.68431)
C (0.71427, -0.32159, 1.32575)
C (-0.43536, 0.44196, 0.81681)
C (-0.78139, -0.02583, -0.57722)
O (-1.94374, -0.77202, -0.72380)
C (-0.06255, 0.23663, -1.67807)
O (1.10347, 0.94829, -1.74592)
H (2.52748, -1.52252, 1.96261)
H (-1.29235, 0.32139, 1.48940)
H (-0.20783, 1.51437, 0.80412)
H (-2.33612, -0.93429, 0.15093)
H (-0.34756, -0.12216, -2.66045)
H (1.39056, 1.18638, -0.84846)

=====

(6)
One molecule with the formula C5H6O2. Source: the OMol25 dataset; level of theory: ωB97M-V/def2-TZVPD.

E in eV: -9373.3555
Total charge: 0
Max |F| in hartree/bohr: 0.033
HOMO-LUMO gap (alpha / beta) in eV: 8.87 / 8.87

CARTESIAN COORDINATES (ANGSTROEM)
C (0.70152, -1.27407, -0.81389)
C (0.79074, -0.35085, 0.39554)
O (1.96458, 0.01455, 0.90909)
C (-0.09876, 0.83031, 0.52413)
O (0.39135, 1.69643, 1.28891)
C (-1.43541, 0.89117, 0.03469)
C (-2.52944, 0.96168, -0.45998)
H (1.15064, -2.24038, -0.56483)
H (1.24454, -0.86070, -1.66999)
H (-0.34586, -1.43429, -1.09919)
H (0.01370, -0.75124, 1.17934)
H (1.46193, 1.15350, 1.33691)
H (-3.50217, 1.04061, -0.89353)

=====

(7)
One molecule with the formula C5H6O2. Source: the OMol25 dataset; level of theory: ωB97M-V/def2-TZVPD.

E in eV: -9373.6307
Total charge: 0
Max |F| in hartree/bohr: 0.028
SMILES: C#C[C@H](C=O)CO
HOMO-LUMO gap in eV: 10.11

CARTESIAN COORDINATES (ANGSTROEM)
C (2.52348, -0.93853, 0.06072)
C (1.37567, -0.66758, -0.18713)
C (0.00767, -0.22586, -0.45599)
C (-0.14042, 1.50007, -0.48134)
O (0.08201, 2.17484, 0.48919)
C (-1.00399, -0.71536, 0.58561)
O (-2.17926, -0.00029, 0.27423)
H (3.55666, -1.11378, 0.27409)
H (-0.33602, -0.61741, -1.42807)
H (-0.44471, 2.04615, -1.42201)
H (-0.65130, -0.53453, 1.61265)
H (-1.18845, -1.79515, 0.48446)
H (-1.80438, 0.81936, -0.08499)

=====

(8)
One molecule with the formula C5H6O2. Source: the OMol25 dataset; level of theory: ωB97M-V/def2-TZVPD.

E in eV: -9375.0369
Total charge: 0
Max |F| in hartree/bohr: 0.009
SMILES: C=C=C(C=O)CO
HOMO-LUMO gap in eV: 10.20

CARTESIAN COORDINATES (ANGSTROEM)
C (0.62437, -1.00422, 2.36719)
C (0.28398, -0.47178, 1.22802)
C (-0.03703, -0.03813, 0.02913)
C (0.56219, -0.79400, -1.09430)
O (0.21233, -0.67121, -2.25165)
C (-1.04255, 1.06071, -0.29046)
O (-0.67357, 1.81635, -1.41413)
H (0.05328, -1.83127, 2.78267)
H (1.48136, -0.64486, 2.93027)
H (1.35986, -1.50697, -0.80933)
H (-2.03411, 0.59940, -0.42208)
H (-1.11156, 1.75374, 0.55219)
H (-0.58406, 1.18468, -2.14549)

=====

(9)
C5H6O2 as an isolated structure. Source: the OMol25 dataset; level of theory: ωB97M-V/def2-TZVPD.

E in eV: -9372.7227
Total charge: 0
Max |F| in hartree/bohr: 0.019
HOMO-LUMO gap (alpha / beta) in eV: 9.16 / 9.16

CARTESIAN COORDINATES (ANGSTROEM)
O (0.59513, 1.79050, -0.72531)
C (0.16303, 0.61507, -0.26912)
C (1.36254, -0.36123, 0.01676)
O (1.37416, -0.73080, -1.40887)
C (0.30877, -0.01008, -1.64599)
C (-1.39421, -0.43336, 1.40225)
C (-1.08445, 0.54820, 0.56114)
H (1.19982, -1.25183, 0.62106)
H (2.30022, 0.14735, 0.22933)
H (0.00768, 0.02989, -2.70214)
H (-0.71526, -1.25812, 1.60661)
H (-2.34368, -0.45767, 1.92887)
H (-1.77375, 1.37209, 0.38541)

=====

(10)
C5H6O2 as an isolated structure. Source: the OMol25 dataset; level of theory: ωB97M-V/def2-TZVPD.

E in eV: -9372.2256
Total charge: 0
Max |F| in hartree/bohr: 0.081
HOMO-LUMO gap in eV: 9.51

CARTESIAN COORDINATES (ANGSTROEM)
C (-0.95894, -0.98589, 0.56758)
O (-0.19448, -0.31446, 1.55551)
C (0.33068, 0.77558, 0.84084)
C (1.33996, 0.46333, -0.18675)
O (1.28417, -0.87825, -0.58695)
C (-0.18399, -0.78832, -0.70867)
C (-0.20577, 0.73043, -0.56046)
H (-1.62943, 0.00864, 0.15331)
H (-1.23617, -1.98831, 0.96148)
H (0.38818, 1.71051, 1.38238)
H (2.11451, 1.13353, -0.54228)
H (-0.59427, -1.27410, -1.59743)
H (-0.50118, 1.45404, -1.29525)